No. 1
DFT (ωB97M-V/def2-TZVPD) results for C7H10O2 as an isolated structure in a non-equilibrium geometry.

Geometry (Å):
C 1.766476 -0.464765 -0.805239
C -0.570724 -1.431360 -0.866176
C 0.226150 -0.125818 1.150325
C 0.385917 -0.466030 -0.209944
C -1.486335 1.656996 -0.476562
C -1.084023 0.301317 1.603624
C -0.840042 1.476901 0.966489
O 1.243725 0.038953 2.063380
O -1.236655 2.666098 -1.116385
H 2.104305 -0.175175 1.676140
H -2.440528 1.114158 -0.605635
H -1.988546 -0.290764 1.520054
H -0.061260 2.215854 1.103075
H 2.355646 0.382665 -0.441595
H 2.316664 -1.373274 -0.545260
H -0.138552 -2.438501 -0.850513
H -0.723719 -1.169712 -1.915586
H -1.534388 -1.505234 -0.354243
H 1.705886 -0.412308 -1.895946

Forces on the atoms, in the same order (eV/Å):
C 0.07 -0.15 0.37
C -0.41 0.71 -0.17
C 1.08 -0.60 0.01
C 1.18 -0.73 1.18
C -0.96 3.53 2.55
C -0.42 -0.54 1.43
C -1.79 0.35 -3.28
O -0.09 0.13 -0.90
O 0.17 -1.82 0.00
H -0.15 0.05 -0.14
H 0.47 -0.69 -0.58
H 0.10 0.20 -0.41
H 0.56 -0.46 0.22
H -0.04 0.02 -0.17
H 0.15 -0.18 -0.14
H 0.09 0.10 0.07
H -0.13 -0.08 -0.03
H 0.09 0.14 -0.14
H 0.03 0.02 0.14

Computed properties:
Lowest unoccupied orbital energy (alpha / beta)   -0.3 / -0.4 eV
M   126.2 g mol⁻¹
Total charge   0
Calculated total energy   -11510.6513 eV

***

No. 2
DFT (ωB97M-V/def2-TZVPD) results for a 2-piece molecular cluster, C2H8N overall in a non-equilibrium geometry.

Geometry (Å):
C 0.997193 -0.647051 -0.593011
C 0.140291 0.036559 0.474479
N -1.188527 0.799037 0.147749
H 0.426832 -1.604032 -0.861967
H 1.366951 -0.068646 -1.538535
H 2.207630 -0.980676 0.240902
H 0.740355 0.763490 0.785604
H -0.061367 -0.694323 1.254525
H -1.701733 -0.023888 -0.277274
H -1.339098 1.380642 -0.686620
H -1.588527 1.038887 1.054148

Forces on the atoms, in the same order (eV/Å):
C 1.74 -1.75 0.51
C -0.01 -0.92 -1.67
N -0.48 -4.28 -1.76
H 1.53 1.06 -0.04
H -0.80 -0.92 2.06
H -3.89 0.88 -2.86
H 2.22 3.11 2.12
H -0.51 0.32 0.01
H -0.31 0.77 1.25
H 0.98 1.11 0.88
H -0.45 0.63 -0.51

Computed properties:
Lowest unoccupied orbital energy   -4.1 eV
M   46.1 g mol⁻¹
Total charge   +1
Calculated total energy   -3684.4357 eV

***

No. 3
DFT (ωB97M-V/def2-TZVPD) results for a 2-piece molecular cluster, C23H26ClFN2O5S overall.

Geometry (Å):
C -1.830309 1.865938 4.499874
C -0.884033 2.139574 3.354547
O 0.072187 2.859362 3.477460
N -1.157893 1.496552 2.137382
C -0.125821 0.508001 1.745883
C -0.719397 -0.682892 1.005390
C 0.042212 -1.988730 1.297419
C -0.603317 -2.691958 2.480849
N 0.133887 -3.842293 3.050665
C 1.537248 -3.591634 3.431078
C 1.680315 -2.336224 4.288965
C 2.943025 -2.422412 5.140770
Cl 2.579828 -2.966191 6.807142
S -0.057421 -5.192353 2.156715
O -1.438041 -5.404816 1.904525
O 0.908619 -5.311244 1.117605
F 0.378224 -6.213030 3.254905
H -1.268911 1.855498 5.428994
H -2.581239 2.653994 4.551290
H -2.340933 0.913694 4.369118
H -2.061230 1.044978 2.199200
H 0.387847 0.145732 2.642914
H 0.612511 1.004888 1.119904
H -1.756265 -0.817380 1.334982
H -0.770390 -0.502623 -0.066209
H 1.085431 -1.735611 1.490598
H 0.008482 -2.615025 0.407393
H -0.789471 -1.988922 3.293591
H -1.578360 -3.058103 2.168049
H 2.193744 -3.562111 2.558327
H 1.863010 -4.439106 4.034281
H 1.772948 -1.455321 3.655220
H 0.809905 -2.254224 4.934870
H 3.441304 -1.463840 5.236510
H 3.653835 -3.141142 4.741240
O 0.149268 1.192506 -1.943324
C -0.038052 1.655439 -3.049622
C 0.014097 3.125374 -3.281987
C 0.301054 3.966424 -2.213746
C 0.380499 5.333680 -2.414843
C 0.174716 5.866492 -3.682999
C -0.123679 5.033957 -4.748301
C -0.209480 3.661712 -4.551896
C -0.550331 2.784321 -5.707949
O -0.792596 3.251946 -6.799922
C -0.581811 1.310809 -5.478100
C -0.863925 0.467993 -6.545541
C -0.874907 -0.903716 -6.358714
C -0.603421 -1.440626 -5.104758
C -0.330698 -0.604774 -4.035748
C -0.322064 0.772816 -4.216125
H 0.460490 3.541840 -1.232152
H 0.605249 5.987305 -1.582589
H 0.245382 6.934825 -3.838633
H -0.292154 5.438010 -5.736787
H -1.070093 0.896352 -7.516489
H -1.092727 -1.558701 -7.191797
H -0.605700 -2.513228 -4.963046
H -0.120648 -1.011782 -3.056376

Forces on the atoms, in the same order (eV/Å):
C -0.25 0.00 -0.15
C -0.09 0.16 -0.36
O 0.50 -0.01 0.16
N -0.25 -0.48 0.49
C 0.04 0.35 -0.25
C -0.25 -0.17 0.05
C -0.14 0.50 -0.29
C -0.07 -0.03 0.01
N 0.01 0.30 -0.34
C 0.07 -0.17 0.34
C 0.29 -0.31 -0.21
C 0.01 0.06 0.12
Cl -0.01 -0.10 0.02
S -0.07 -0.02 -0.02
O 0.16 0.01 0.00
O -0.04 -0.08 0.10
F 0.00 -0.17 -0.01
H 0.02 0.10 0.03
H -0.02 0.05 0.06
H -0.07 -0.03 0.09
H 0.06 -0.12 -0.11
H 0.03 0.04 0.05
H 0.12 -0.03 0.02
H -0.06 -0.04 -0.03
H 0.09 0.16 -0.02
H 0.11 -0.16 -0.03
H 0.12 -0.22 0.07
H 0.13 0.02 0.07
H -0.07 -0.04 0.11
H -0.03 0.14 -0.08
H -0.09 -0.09 0.00
H -0.25 0.11 0.02
H -0.03 0.23 0.04
H -0.03 0.06 0.02
H 0.05 0.02 -0.08
O 0.00 -0.09 0.05
C 0.00 0.01 0.08
C -0.01 -0.02 -0.06
C 0.02 0.08 0.05
C -0.01 0.01 -0.03
C 0.00 -0.03 0.02
C 0.01 0.10 0.03
C 0.00 -0.07 0.03
C -0.02 0.04 -0.08
O 0.01 -0.01 0.01
C 0.02 0.03 0.06
C -0.01 -0.10 -0.05
C 0.01 0.01 0.03
C -0.01 0.02 -0.02
C -0.02 -0.09 -0.03
C 0.00 0.06 -0.03
H 0.00 -0.06 -0.02
H 0.00 0.00 0.00
H 0.00 0.01 0.00
H -0.02 -0.06 -0.03
H 0.01 0.07 0.02
H 0.00 -0.01 0.00
H 0.00 -0.01 0.00
H 0.01 0.06 0.03

Computed properties:
Lowest unoccupied orbital energy   -1.1 eV
SMILES string   CC(=O)NCCCCN(CCCCl)S(=O)(=O)F.O=C1c2ccccc2C(=O)c2ccccc21
M   497.0 g mol⁻¹
Total charge   0
Calculated total energy   -63566.2703 eV

***

No. 4
DFT (ωB97M-V/def2-TZVPD) results for a 5-piece molecular cluster, C34H76O21P4S overall in a non-equilibrium geometry.

Geometry (Å):
C -0.123279 0.793429 2.755418
C -0.629281 1.853080 2.438905
C -1.326624 3.122145 1.816468
C -1.557040 2.879643 0.271877
C -2.589925 3.898804 -0.415217
C -2.245891 4.171255 -1.942648
C -1.665098 2.924774 -2.734257
C -2.571330 1.597178 -2.578335
C -1.717165 0.267971 -2.434512
C -2.775919 -0.938791 -2.201820
C -2.845357 -1.247898 -0.636720
C -2.177756 -2.671060 -0.326069
C -1.097228 -2.491319 0.842198
C -0.828613 -3.872380 1.595693
C 0.498847 -3.784027 2.493135
O 0.258994 -2.976431 3.656341
C 1.495253 -2.627798 4.301814
O -1.730604 3.251247 -4.129755
C -0.687934 4.170997 -4.522497
C 0.350964 3.550360 -5.575583
C 1.736464 4.353499 -5.584439
C 0.510688 1.967125 -5.469618
C 2.068606 1.553413 -5.358064
C -0.049362 1.181190 -6.753485
O -0.319523 2.522098 -2.314241
S -0.021126 2.906087 -0.742411
O 1.003434 1.961695 -0.252260
O 0.568287 4.261332 -0.580346
H 0.495145 -0.135807 2.873291
H -2.363023 3.139779 2.289850
H -0.747770 4.069536 2.013565
H -2.018927 1.844535 0.144382
H -2.590456 4.836990 0.230012
H -3.606037 3.405519 -0.384680
H -3.222094 4.449579 -2.453684
H -1.581651 5.089727 -2.052399
H -3.271967 1.646598 -1.694721
H -3.209273 1.501032 -3.511520
H -1.047761 0.242736 -1.522183
H -1.153880 0.074246 -3.394454
H -2.492461 -1.844107 -2.828802
H -3.786477 -0.545599 -2.517089
H -3.947690 -1.210921 -0.351159
H -2.336417 -0.464793 0.007126
H -2.949580 -3.477775 -0.091237
H -1.640305 -3.034510 -1.257367
H -1.504772 -1.710267 1.557170
H -0.131077 -2.164659 0.340432
H -0.638531 -4.640499 0.775322
H -1.726603 -4.159587 2.231506
H 1.299019 -3.354562 1.807804
H 0.722351 -4.854605 2.799679
H 2.410834 -2.718892 3.647417
H 1.411267 -1.544491 4.631009
H 1.653406 -3.248215 5.244996
H -1.209989 5.016481 -5.086516
H -0.168994 4.685057 -3.650477
H -0.108453 3.758092 -6.601023
H 1.459693 5.449321 -5.736666
H 2.336036 4.195224 -4.638515
H 2.401086 4.057482 -6.453202
H 0.016572 1.495247 -4.575860
H 2.604407 1.830742 -6.307326
H 2.536721 2.013215 -4.429193
H 2.076793 0.430748 -5.162186
H 0.659950 1.202896 -7.630238
H -1.085377 1.565044 -6.981817
H -0.147412 0.093841 -6.428369
C 1.311499 -8.472152 -2.703448
O 0.021313 -8.560085 -3.291911
P -1.350254 -8.429579 -2.284954
O -0.706453 -7.384884 -1.389589
O -1.091753 -9.935085 -1.685976
C -0.997477 -11.012856 -2.618025
O -2.848243 -8.380104 -1.477529
C -3.120261 -7.365248 -0.532213
H 2.032059 -8.893629 -3.406868
H 1.577451 -7.428314 -2.528853
H 1.363620 -9.038517 -1.772564
H 0.049921 -11.306408 -2.719054
H -1.391669 -10.745046 -3.599998
H -1.562618 -11.865124 -2.235461
H -2.941672 -6.375708 -0.957481
H -2.527159 -7.517544 0.368985
H -4.176761 -7.431944 -0.262829
C -0.986008 10.217077 4.058449
O -1.831898 9.176150 3.591293
P -1.407157 8.356083 2.153589
O 0.078660 8.404747 2.460844
O -1.848487 9.652605 1.248236
C -3.175847 10.153440 1.410270
O -1.212103 7.444013 0.728760
C 0.038959 6.850619 0.414237
H -1.557288 10.824082 4.764299
H -0.127251 9.798626 4.586214
H -0.653171 10.856652 3.239477
H -3.140914 11.076094 1.993508
H -3.829151 9.436765 1.911362
H -3.593975 10.379017 0.427328
H 0.405250 6.243461 1.243392
H 0.762620 7.618469 0.140747
H -0.107278 6.196897 -0.441565
C 2.015504 8.480847 7.766879
O 0.846041 9.282758 7.691606
P -0.251084 9.260396 9.000044
O 0.850802 9.158202 10.039802
O -0.777659 7.766274 8.573992
C -1.260711 7.590081 7.241041
O -1.501353 9.357429 10.151700
C -1.205760 9.553392 11.520540
H 2.405466 8.366369 6.753650
H 2.775916 8.975358 8.373032
H 1.794009 7.491251 8.169785
H -0.508638 7.055678 6.656728
H -1.483278 8.541690 6.755133
H -2.171820 6.989179 7.267290
H -0.560685 10.422058 11.663918
H -0.752682 8.655952 11.940286
H -2.147478 9.741365 12.041069
C 5.703374 -10.064051 -2.584843
O 5.520374 -10.828166 -3.767376
P 4.623831 -12.283633 -3.678300
O 3.668430 -11.676286 -2.657635
O 5.875110 -13.017397 -2.909823
C 7.138680 -13.043526 -3.575892
O 3.793340 -13.773370 -3.681714
C 2.529884 -13.896498 -3.061254
H 6.540680 -9.384306 -2.754803
H 4.814126 -9.466964 -2.377541
H 5.938975 -10.701928 -1.731417
H 7.802864 -12.312412 -3.110275
H 7.048803 -12.819950 -4.640361
H 7.580043 -14.035567 -3.463642
H 1.836614 -13.135518 -3.425054
H 2.635232 -13.844303 -1.978134
H 2.124507 -14.876551 -3.322707

Forces on the atoms, in the same order (eV/Å):
C 0.50 0.17 -0.54
C -0.29 0.64 -0.72
C 0.56 -1.86 0.43
C -1.72 -0.67 -1.01
C 0.53 -0.28 0.36
C -0.41 0.67 0.24
C -2.61 -0.59 -0.37
C 0.49 -0.05 -0.17
C -1.24 -0.89 -0.30
C 0.44 1.33 0.45
C -0.68 -0.98 -0.64
C 0.31 0.41 0.29
C -0.74 -1.04 -0.17
C 0.72 0.94 -0.14
C -1.56 -0.98 -1.07
O 1.37 -0.09 -0.89
C 0.15 0.57 1.05
O 1.85 -0.05 1.52
C 0.48 1.49 -1.31
C -0.12 -0.23 -0.47
C -0.73 0.22 -0.06
C 1.57 -0.72 -0.77
C -1.18 -0.40 0.95
C -0.21 -0.17 1.39
O -0.84 1.44 1.63
S 5.73 0.76 2.46
O -2.84 0.25 -1.37
O -2.32 -1.79 -1.35
H -1.26 1.49 0.05
H 1.28 0.36 -0.70
H -0.66 -1.06 -0.16
H 0.97 1.14 0.17
H -0.11 -0.97 -1.17
H 1.08 0.67 0.23
H 1.24 -0.52 0.46
H -0.63 -1.36 0.18
H 0.71 0.18 -0.87
H 0.76 0.25 1.12
H -0.44 0.32 -1.36
H -0.32 0.37 1.21
H -0.48 1.09 0.96
H 1.01 -0.69 0.02
H 1.39 -0.32 -0.08
H -0.45 -0.74 -0.99
H 0.91 1.15 -0.06
H -0.60 0.40 1.08
H 0.83 -0.87 -0.74
H -1.11 -0.05 0.84
H -0.29 0.67 1.20
H 1.13 0.23 -0.82
H -0.64 -0.50 1.07
H 0.23 1.22 -0.27
H -1.08 -0.02 0.49
H 0.13 -1.23 -0.33
H -0.17 0.61 -1.21
H 0.55 -1.01 0.81
H -0.52 -1.05 -0.87
H 0.51 -0.34 1.26
H 0.61 -1.26 0.40
H -0.83 0.41 -0.99
H -0.95 0.27 0.97
H 0.33 0.96 -0.84
H -0.34 -0.43 1.12
H -0.41 -0.43 -1.35
H 0.24 1.33 -0.58
H -0.89 0.29 0.84
H 1.13 -0.43 -0.14
H 0.07 1.24 -0.59
C 0.39 0.40 0.49
O -2.89 -0.60 -2.74
P 5.29 1.15 7.60
O -0.85 0.21 -0.99
O -1.27 0.08 -1.17
C 0.25 -0.51 -0.08
O -0.47 -1.30 -2.65
C -0.37 0.74 -0.20
H -0.30 -0.12 -0.18
H -0.12 -0.11 0.16
H -0.07 0.09 0.01
H -0.04 0.06 -0.08
H 0.10 -0.12 0.04
H -0.03 0.17 0.06
H 0.19 -0.01 0.26
H 0.27 0.07 -0.23
H -0.01 -0.19 -0.28
C 0.69 0.06 0.07
O -3.16 -2.34 -0.22
P 7.77 4.97 -1.20
O -0.87 -0.97 0.27
O -1.18 -1.23 0.03
C -0.27 0.44 -0.05
O -3.01 -0.15 0.92
C 0.21 -0.51 0.13
H -0.28 -0.21 -0.09
H 0.02 0.06 -0.20
H 0.07 -0.12 -0.02
H -0.06 -0.09 0.04
H -0.02 0.17 -0.01
H 0.14 -0.10 0.03
H 0.23 0.18 -0.11
H -0.06 0.15 0.42
H -0.34 0.13 0.20
C 0.48 -0.15 0.44
O -2.82 2.38 -1.50
P 5.25 -6.01 4.80
O -0.65 1.09 -0.40
O -1.06 1.28 -0.43
C -0.05 -0.35 -0.43
O -1.12 0.97 -2.60
C 0.04 0.75 0.34
H -0.29 0.19 -0.09
H -0.15 -0.14 0.10
H -0.02 0.09 0.11
H -0.03 0.12 -0.04
H 0.02 -0.17 -0.10
H 0.06 0.09 0.15
H 0.16 -0.25 0.12
H 0.26 0.09 -0.22
H -0.11 0.05 -0.31
C -0.36 0.19 0.46
O 0.64 -1.02 -3.83
P -1.56 1.51 9.44
O -0.41 -0.03 -1.30
O -0.11 -0.59 -1.71
C 0.55 -0.01 0.08
O 1.65 -0.17 -2.47
C -0.63 0.05 -0.46
H 0.02 -0.15 -0.31
H 0.03 -0.19 0.10
H -0.14 -0.03 -0.02
H -0.04 0.01 -0.11
H 0.13 0.01 0.10
H -0.17 0.04 0.02
H 0.01 0.05 0.31
H 0.10 0.34 -0.07
H 0.23 0.02 -0.24

Computed properties:
Lowest unoccupied orbital energy   -2.8 eV
SMILES string   C#CC[C@H]1CC[C@@](CCCCCCCCOC)(OC[C@@H](C)C(C)C)OS1(=O)=O.COP(=O)(OC)OC.COP(=O)(OC)OC.COP(=O)(OC)OC.COP(=O)(OC)OC
M   976.9 g mol⁻¹
Total charge   0
Calculated total energy   -127462.0454 eV